DFT (wB97M-V/def2-TZVPD) results for an isolated ion of composition C2H3N2OS and charge +1.

Results
* LUMO (alpha / beta): -6.778 / -6.777 eV
* structure (SMILES): O=[N+]1N[C@@H]1C=S
* gap between HOMO and LUMO (alpha / beta): 0.2727 / 0.2727 hartree
* relative energy (zero: lowest compared OMol25 entry of this formula, charge and spin): 614.3 kJ/mol
* strongest force on any atom: 3.1 eV Å⁻¹
* electronic energy: -17971.082 eV

```
! RIJCOSX wB97M-V def2-TZVPD def2/J DEFGRID3
* xyz 1 1
O -1.49 0.63 -1.77
N -0.89 0.53 -0.75
N -0.76 0.79 0.49
C -0.15 -0.47 0.41
C 1.26 -0.59 0.04
S 2.12 0.25 -1.01
H -0.94 1.56 1.15
H -0.74 -1.26 0.97
H 1.59 -1.45 0.48
*
```

The computed natural (NBO) charges, all in e, follow: O -0.11; N 0.45; N -0.30; C 0.09; C -0.40; S 0.33; H 0.46; H 0.27; H 0.22



DFT (wB97M-V/def2-TZVPD) results for one molecule with the formula C6H10O.

Results
* LUMO: 0.332 eV
* gap between HOMO and LUMO: 0.3194 hartree
* relative energy (zero: lowest compared OMol25 entry of this formula, charge and spin): 396.2 kJ/mol
* strongest force on any atom: 0.4 eV Å⁻¹
* electronic energy: -8427.134 eV

```
! RIJCOSX wB97M-V def2-TZVPD def2/J DEFGRID3
* xyz 0 1
C -2.46 0.49 -0.91
C -1.34 -0.37 -0.47
C -0.02 0.12 -0.93
C 1.11 -0.06 0.06
O 2.34 0.32 -0.49
C 1.05 -1.16 1.08
C 0.84 0.28 1.50
H -3.37 -0.07 -1.14
H -2.68 0.97 0.06
H -2.27 1.29 -1.64
H 0.02 1.15 -1.34
H 0.14 -0.56 -1.79
H 3.00 -0.34 -0.24
H 1.99 -1.62 1.38
H 0.19 -1.81 1.06
H 1.63 0.78 2.04
H -0.17 0.58 1.77
*
```

The computed natural (NBO) charges, all in e, follow: C -0.78; C 0.18; C -0.59; C 0.24; O -0.70; C -0.45; C -0.44; H 0.24; H 0.28; H 0.19; H 0.20; H 0.28; H 0.47; H 0.21; H 0.25; H 0.22; H 0.21



DFT (wB97M-V/def2-TZVPD) results for one molecule with the formula C4H8O2.

Results
* LUMO: 0.849 eV
* structure (SMILES): CC(=O)[C@@H](C)O
* gap between HOMO and LUMO: 0.3787 hartree
* relative energy (zero: lowest compared OMol25 entry of this formula, charge and spin): 227.5 kJ/mol
* strongest force on any atom: 3.3 eV Å⁻¹
* electronic energy: -8370.924 eV

```
! RIJCOSX wB97M-V def2-TZVPD def2/J DEFGRID3
* xyz 0 1
C -1.77 -0.20 0.15
C -0.68 0.80 -0.09
O -0.82 1.75 -0.84
C 0.68 0.54 0.49
C 1.20 -1.02 -0.19
O 1.52 1.59 0.23
H -1.90 -0.79 -0.77
H -2.71 0.32 0.35
H -1.52 -0.87 0.98
H 0.89 -0.14 1.27
H 0.62 -1.92 0.12
H 2.25 -1.22 0.10
H 1.11 -0.85 -1.24
H 1.13 2.02 -0.57
*
```

The computed natural (NBO) charges, all in e, follow: C -0.72; C 0.55; O -0.58; C -0.01; C -0.64; O -0.69; H 0.24; H 0.25; H 0.22; H 0.24; H 0.21; H 0.22; H 0.21; H 0.49



DFT (wB97M-V/def2-TZVPD) results for C8H17N2O6S2 as an isolated structure.

Results
* LUMO: 3.053 eV
* gap between HOMO and LUMO: 0.3478 hartree
* relative energy (zero: lowest compared OMol25 entry of this formula, charge and spin): 0.0 kJ/mol
* strongest force on any atom: 2.9 eV Å⁻¹
* electronic energy: -45507.677 eV

```
! RIJCOSX wB97M-V def2-TZVPD def2/J DEFGRID3
* xyz -1 1
C 2.52 0.86 -0.36
C 2.86 -0.40 -1.16
C 2.71 -1.64 -0.30
C 3.79 -2.70 -0.54
S 1.06 -2.38 -0.40
O 0.37 -2.00 0.81
O 1.25 -3.80 -0.47
N 0.43 -1.77 -1.76
S -1.14 -1.82 -1.83
O -1.55 -1.05 -2.95
O -1.74 -3.11 -1.75
O -1.75 -0.93 -0.50
C -2.46 -1.61 0.30
N -3.17 -2.16 1.04
H 3.35 1.06 0.31
H 1.65 0.67 0.24
H 2.37 1.70 -1.02
H 2.21 -0.40 -2.03
H 3.88 -0.32 -1.52
H 2.82 -1.33 0.72
H 4.70 -2.16 -0.78
H 3.91 -3.24 0.38
H 3.52 -3.37 -1.33
C -2.43 1.41 1.59
C -2.11 2.86 1.28
C -3.34 3.75 1.42
O -1.58 2.98 -0.04
H -3.19 1.03 0.90
H -1.55 0.79 1.48
H -2.81 1.30 2.61
H -1.33 3.22 1.95
H -4.12 3.43 0.72
H -3.10 4.78 1.19
H -3.75 3.70 2.44
H -2.26 2.66 -0.65
*
```

The computed natural (NBO) charges, all in e, follow: C -0.60; C -0.40; C -0.47; C -0.60; S 2.29; O -0.99; O -0.98; N -1.21; S 2.47; O -0.95; O -0.93; O -0.67; C 0.58; N -0.46; H 0.18; H 0.22; H 0.21; H 0.24; H 0.18; H 0.23; H 0.19; H 0.21; H 0.23; C -0.63; C 0.10; C -0.63; O -0.72; H 0.20; H 0.24; H 0.21; H 0.17; H 0.20; H 0.21; H 0.20; H 0.46



DFT (wB97M-V/def2-TZVPD) results for one molecule with the formula C4H7NO2.

Results
* LUMO (alpha / beta): -0.676 / -1.421 eV
* gap between HOMO and LUMO (alpha / beta): 0.3259 / 0.2998 hartree
* relative energy (zero: lowest compared OMol25 entry of this formula, charge and spin): 458.6 kJ/mol
* strongest force on any atom: 3.0 eV Å⁻¹
* electronic energy: -9842.527 eV

```
! RIJCOSX wB97M-V def2-TZVPD def2/J DEFGRID3
* xyz 0 1
C -2.79 0.05 -0.06
C -0.35 0.29 0.94
C -1.45 -0.39 0.15
C 1.04 0.16 -0.90
N 1.01 0.37 0.45
O -3.15 1.21 0.50
O -3.58 -0.58 -0.74
H -0.50 1.40 1.18
H -0.45 -0.11 2.00
H -1.36 -1.36 -0.37
H -0.01 0.36 -1.34
H 1.87 0.65 -1.33
H 1.14 -0.81 -1.38
H -2.52 1.61 1.04
*
```

The computed natural (NBO) charges, all in e, follow: C 0.66; C -0.38; C -0.19; C -0.50; N -0.23; O -0.67; O -0.54; H 0.23; H 0.26; H 0.23; H 0.19; H 0.22; H 0.24; H 0.48



DFT (wB97M-V/def2-TZVPD) results for C32H54FeN2O3P2 as an isolated structure.

Results
* LUMO (alpha / beta): -3.243 / -5.119 eV
* gap between HOMO and LUMO (alpha / beta): 0.2664 / 0.1996 hartree
* relative energy (zero: lowest compared OMol25 entry of this formula, charge and spin): 342.2 kJ/mol
* strongest force on any atom: 3.0 eV Å⁻¹
* electronic energy: -96136.909 eV
* ⟨S²⟩: 8.79

```
! RIJCOSX wB97M-V def2-TZVPD def2/J DEFGRID3
* xyz 1 6
Fe -0.08 2.30 0.61
C -0.87 0.79 2.71
C -1.49 2.02 2.14
C -2.54 0.12 1.27
C -1.51 -0.33 2.15
C -2.59 1.52 1.27
C -0.09 0.73 3.97
H 0.28 1.72 4.28
H 0.76 0.03 3.89
H -0.74 0.36 4.78
C -1.26 -1.74 2.52
H -0.48 -2.22 1.90
H -2.18 -2.34 2.40
H -0.97 -1.82 3.58
C -3.49 -0.83 0.62
H -3.97 -1.48 1.38
H -2.95 -1.50 -0.07
H -4.30 -0.33 0.08
C -3.78 2.34 0.91
H -4.60 2.12 1.63
H -4.19 2.10 -0.08
H -3.58 3.41 0.97
C -1.71 3.22 3.03
H -2.46 2.94 3.79
H -2.07 4.08 2.46
H -0.78 3.51 3.53
C 3.94 2.58 -0.79
C 3.99 3.21 0.40
C 3.86 4.69 0.57
C 2.79 5.34 -0.34
C 1.58 4.49 -0.66
C 1.49 3.82 -1.83
C 2.64 3.61 -2.78
C 4.01 3.26 -2.12
H 4.84 5.15 0.35
H 3.28 5.66 -1.27
H 3.63 4.91 1.63
H 4.60 4.19 -2.02
H 4.04 1.48 -0.83
H 4.32 2.68 1.30
H 4.55 2.59 -2.81
H 2.39 2.81 -3.49
H 0.53 3.64 -2.30
H 2.78 4.52 -3.40
H 2.44 6.25 0.18
H 0.71 4.66 -0.01
P 0.88 0.22 0.17
P -1.09 1.70 -1.42
C 1.48 0.73 -1.53
C 0.31 1.04 -2.46
H 2.11 -0.09 -1.90
H 2.08 1.64 -1.39
H 0.56 1.80 -3.22
H -0.03 0.11 -2.95
C -2.48 0.80 -2.14
H -3.29 0.69 -1.41
H -2.14 -0.19 -2.49
H -2.83 1.39 -3.00
C -1.74 3.41 -1.68
H -1.76 3.61 -2.76
H -1.13 4.18 -1.16
H -2.77 3.45 -1.27
C 1.99 -1.12 0.56
H 1.81 -1.49 1.58
H 3.03 -0.74 0.47
H 1.76 -1.94 -0.15
C 1.67 1.51 1.28
H 1.10 2.38 1.76
H 2.51 1.97 0.78
H 2.01 0.91 2.14
C -0.85 -6.28 1.71
C -1.70 -5.75 0.57
C -0.95 -5.16 -0.65
C -0.03 -6.20 -1.36
C 1.19 -6.67 -0.58
C -2.02 -4.73 -1.67
O -3.12 -5.27 -1.79
N -1.64 -3.70 -2.50
C -0.67 -2.73 -2.23
O -0.63 -1.77 -3.01
N 0.12 -2.89 -1.14
C -0.10 -3.90 -0.29
O 0.42 -3.85 0.86
H -0.46 -7.28 1.51
H -1.47 -6.34 2.61
H -0.02 -5.59 1.91
H -2.37 -6.54 0.19
H -2.37 -4.95 0.95
H -0.68 -7.04 -1.63
H 0.31 -5.75 -2.31
H 0.98 -7.58 -0.02
H 2.00 -6.89 -1.28
H 1.53 -5.89 0.11
H -2.25 -3.48 -3.27
*
```

The computed Mulliken charges, all in e, follow: Fe -0.95; C 0.12; C 3.00; C 1.41; C 0.76; C -0.17; C -2.04; H 0.38; H 0.41; H 0.46; C -1.47; H 0.01; H 0.36; H 0.38; C -2.17; H 0.52; H 0.21; H 0.49; C -2.12; H 0.41; H 0.44; H 0.35; C -2.02; H 0.37; H 0.43; H 0.45; C -0.45; C -0.42; C -0.86; C -1.14; C -0.78; C 0.02; C -1.37; C -0.83; H 0.35; H 0.36; H 0.41; H 0.31; H 0.59; H 0.48; H 0.47; H 0.11; H 1.13; H 0.58; H 0.46; H 0.59; P 1.21; P 0.71; C 0.16; C -0.96; H 0.81; H -1.18; H 0.50; H 0.93; C -0.94; H 0.08; H 0.13; H 0.60; C -1.76; H 0.52; H 0.42; H 0.33; C -1.24; H 0.39; H 0.57; H 0.24; C 0.07; H 0.26; H -0.61; H 0.76; C -1.30; C -0.64; C 1.97; C -0.87; C -1.16; C -0.37; O -0.67; N 0.08; C -0.19; O -0.82; N -0.20; C -0.03; O -0.73; H 0.27; H 0.42; H 0.25; H 0.38; H 0.34; H 0.45; H 0.43; H 0.34; H 0.36; H 0.24; H 0.31